No. 1
Below is a structure of composition C40H62I2N10O2PTi at a distorted geometry, with properties calculated with ωB97M-V with the def2-TZVPD basis set.

Atoms and positions in Å:
Ti 0.29945 0.14679 1.08249
C 4.08738 2.37712 -0.55614
N 3.32867 1.15714 -0.67328
C 2.53650 1.05031 -1.86993
C 3.27216 0.25157 0.30887
N 2.10734 -0.53528 0.45275
C 2.30343 -1.85926 -0.10195
C 0.89924 -2.43344 -0.32291
N 0.08583 -1.99817 0.82264
C 0.58728 -2.76590 2.00227
C 0.18264 -2.19007 3.32428
N 0.47386 -0.73433 3.25950
C 0.22901 -0.16111 4.43649
N -0.81089 -0.50137 5.26220
C -2.15341 -0.87314 4.84370
C -0.67608 -0.37687 6.68469
N 1.06747 0.73596 4.95956
C 2.47899 0.53627 4.76150
C 0.65531 1.92549 5.67590
C -1.32430 -2.31182 0.54120
C -2.25061 -1.54572 1.45718
N -1.83912 -0.13414 1.49116
C -2.80665 0.79416 1.39369
N -3.89970 0.60166 0.60990
C -3.79041 -0.16643 -0.64597
C -5.24712 1.06228 0.91363
N -2.71368 2.02774 1.93812
C -1.89913 2.27217 3.13309
C -3.36013 3.19788 1.39096
N 4.36652 0.02253 1.05371
C 5.69416 0.36118 0.51968
C 4.34703 -0.78033 2.25576
H 3.40821 3.19652 -0.77450
H 4.91035 2.46038 -1.23520
H 4.55348 2.56139 0.42031
H 1.94805 1.99379 -1.87703
H 1.88337 0.19468 -1.87580
H 3.24224 1.06507 -2.72545
H 2.88148 -2.52604 0.55379
H 2.88025 -1.90588 -1.02507
H 0.84095 -3.50323 -0.40279
H 0.55650 -1.97011 -1.27234
H 1.66642 -2.78205 1.88598
H 0.33562 -3.80948 1.91098
H 0.77300 -2.68514 4.08146
H -0.83796 -2.38134 3.61644
H -2.28657 -0.61664 3.80081
H -2.87670 -0.24868 5.33798
H -2.31750 -1.93448 5.07551
H 0.38309 -0.29671 6.90369
H -1.06245 -1.25362 7.22495
H -1.24274 0.52315 7.04188
H 2.66796 -0.53435 4.67002
H 3.08223 0.95931 5.58282
H 2.92197 1.02998 3.89863
H -0.39862 2.03086 5.65902
H 1.18018 2.77942 5.21093
H 0.99487 1.85951 6.69353
H -1.45670 -3.37652 0.56928
H -1.47609 -2.03904 -0.52981
H -2.13897 -1.98599 2.43791
H -3.25234 -1.72984 1.13017
H -2.83667 -0.72598 -0.65609
H -3.82229 0.51478 -1.48627
H -4.60124 -0.88768 -0.74159
H -5.93450 0.19592 1.00871
H -5.61375 1.65432 0.06951
H -5.20960 1.63415 1.85073
H -2.52467 2.73182 3.89300
H -1.09067 2.95723 2.94669
H -1.53282 1.32278 3.48480
H -2.66091 4.07443 1.48448
H -4.29720 3.49811 1.89877
H -3.55835 3.05223 0.33151
H 5.69618 0.62449 -0.51889
H 6.34353 -0.47689 0.70680
H 6.11312 1.17834 1.11323
H 3.29583 -0.98124 2.49258
H 4.85879 -0.19561 2.99263
H 4.87077 -1.73832 2.05113
O -1.72972 2.24335 -0.64667
C -0.88160 1.60697 -1.23462
O -0.07979 0.74217 -0.61336
C -0.49671 1.90489 -2.66718
C -0.47232 3.28251 -2.94056
C -0.03015 3.79204 -4.13900
C 0.50348 2.93181 -5.10249
C 0.39467 1.54458 -4.87084
C -0.09539 1.00404 -3.67250
P -0.21843 -0.82465 -3.44335
C -1.95013 -1.09001 -3.85624
C -2.43058 -2.36991 -3.58624
C -3.73463 -2.74634 -3.89975
C -4.53836 -1.81070 -4.51496
C -4.11454 -0.50388 -4.77548
C -2.79454 -0.17415 -4.48365
C 0.77447 -1.43437 -4.86191
C 2.04434 -1.87569 -4.58941
C 2.88312 -2.40128 -5.55824
C 2.38751 -2.47500 -6.85776
C 1.04927 -2.08085 -7.13619
C 0.27196 -1.53965 -6.13061
H -0.89643 3.94152 -2.17432
H 0.01189 4.86214 -4.28379
H 0.93629 3.32549 -6.01153
H 0.72500 0.84985 -5.62087
H -1.75835 -3.11575 -3.09650
H -4.04032 -3.79441 -3.80417
H -5.55826 -2.09457 -4.83986
H -4.82973 0.11509 -5.27138
H -2.39700 0.78853 -4.76650
H 2.39575 -1.77627 -3.56553
H 3.87932 -2.78426 -5.38016
H 2.99817 -2.93059 -7.63424
H 0.62220 -2.24604 -8.10261
H -0.74660 -1.21927 -6.30798
I 1.46150 2.37585 1.82966
I 4.96444 3.31608 3.29620

## Properties
Highest occupied orbital energy (spin up / spin down): -0.45758 / -0.45759 hartree
HOMO-LUMO gap (spin up / spin down): 0.24287 / 0.18627 Ha
Energy above the lowest of the compared OMol25 structures with the same formula, charge and spin: 0.0 kcal/mol
Charge: +2
Multiplicity: 2
Expectation value of S²: 0.75
Strongest force on any atom: 1.81 eV/A

Results of the Löwdin charge analysis, in e, for atoms 1 through 5: 0.79, -0.10, -0.15, -0.02, -0.41

No. 2
Below is the molecule C2H4NP at a distorted geometry, with properties calculated with ωB97M-V with the def2-TZVPD basis set.

Atoms and positions in Å:
C -1.33790 -0.43625 -0.56321
C -0.18217 0.36242 -0.25826
N -1.62503 0.64020 0.06407
P 1.02304 -0.35696 1.26296
H -1.81708 -1.02465 -1.23876
H 0.29285 0.89061 -0.96867
H 1.61912 0.92747 1.23465
H 2.02717 -1.00283 0.46722

## Properties
Highest occupied orbital energy: -0.35046 hartree
HOMO-LUMO gap: 0.37818 Ha
Structure (SMILES): P[C@H]1C=N1
Energy above the lowest of the compared OMol25 structures with the same formula, charge and spin: 58.1 kcal/mol
Multiplicity: 1
Strongest force on any atom: 5.78 eV/A

Results of the Löwdin charge analysis, in e, for atoms 1 through 5: -0.16, -0.48, 0.11, 0.74, 0.07

No. 3
Below is a structure of composition C29H30LaNO4 at a distorted geometry, with properties calculated with ωB97M-V with the def2-TZVPD basis set.

Atoms and positions in Å:
C 2.59982 0.26127 1.62972
C 2.62861 -0.43227 0.37253
C 2.31991 0.50839 -0.65398
H 2.88113 -1.48172 0.22548
C 2.11625 1.78275 -0.04123
C 2.28503 1.63006 1.36901
H 1.95391 2.72395 -0.57366
C -1.51247 -1.98919 1.51200
C -0.34686 -2.51272 0.87323
C -0.48220 -2.28481 -0.53125
H 0.48204 -3.03202 1.36002
C -1.73428 -1.64209 -0.76177
C -2.35800 -1.44372 0.50601
H 2.34019 0.32533 -1.72935
H 2.26293 2.43468 2.10606
H 2.83565 -0.16871 2.60519
H -3.36765 -1.04635 0.64549
H 0.20869 -2.62062 -1.30868
H -1.75431 -2.05749 2.57372
La 0.07887 0.11355 0.86544
C -2.44547 -1.50180 -2.09465
C -3.79589 -2.23378 -2.02790
C -1.62754 -2.09759 -3.24376
H -3.65055 -3.28839 -1.77056
H -4.30813 -2.19304 -2.99718
H -4.46622 -1.79256 -1.28196
H -1.45300 -3.16427 -3.05943
H -0.65994 -1.59916 -3.36866
H -2.18142 -2.00978 -4.18742
C -2.76206 0.01067 -2.40132
C -1.60048 0.93830 -2.55508
H -3.39222 0.39532 -1.59456
H -3.34676 0.04491 -3.32792
O -0.96344 1.39342 -1.56424
N -1.25038 1.39573 -3.75428
C -0.25754 2.47303 -3.89617
H -1.77745 1.11612 -4.57080
C 1.10405 1.94613 -4.25519
C 2.25275 2.61213 -3.80898
H 2.13606 3.52429 -3.22204
C 3.51909 2.11057 -4.10995
H 4.41150 2.62526 -3.74534
C 3.64311 0.94820 -4.88605
H 4.63594 0.55202 -5.12500
C 2.49438 0.29870 -5.35920
H 2.58034 -0.59866 -5.97509
C 1.22558 0.80373 -5.04897
H 0.32795 0.30834 -5.42159
H -0.20580 3.01369 -2.95024
H -0.62397 3.15940 -4.67028
O -1.95324 3.68263 3.83115
C -1.58400 2.93292 4.88246
C -1.77380 3.43377 6.17544
C -1.39673 2.66751 7.27410
C -0.82847 1.39654 7.10617
C -0.62093 0.88500 5.82700
C -1.00245 1.64324 4.72293
C -0.70695 1.16056 3.38938
O -0.05043 0.06031 3.24965
O -1.06252 1.81633 2.32048
H -1.71948 3.13339 3.02597
H -2.21347 4.42133 6.28465
H -1.54927 3.06991 8.27622
H -0.54233 0.80188 7.97261
H -0.16858 -0.09092 5.64895

## Properties
Highest occupied orbital energy: -0.29421 hartree
HOMO-LUMO gap: 0.30641 Ha
Multiplicity: 1
Strongest force on any atom: 2.93 eV/A

Results of the Löwdin charge analysis, in e, for atoms 1 through 5: -0.25, -0.25, -0.23, 0.10, -0.21

No. 4
Below is a cluster of 4 separate species, C3H16N2O3S in total at a distorted geometry, with properties calculated with ωB97M-V with the def2-TZVPD basis set.

Atoms and positions in Å:
C 0.75808 0.80933 -0.63237
C 0.97635 2.30542 -0.44774
S 2.36030 2.65571 0.67704
N -0.13259 0.58899 -1.81281
C -0.24280 -0.80873 -2.19382
N -1.27108 -1.50842 -1.48204
H 1.68678 0.26162 -0.72220
H 0.06653 0.50594 0.15997
H 0.10296 2.81197 -0.03629
H 1.13749 2.72932 -1.43609
H 1.83572 1.96972 1.70446
H 0.18944 1.19093 -2.55404
H -0.45776 -0.86366 -3.25716
H 0.70183 -1.35914 -2.09887
H -1.08823 -1.59138 -0.48681
H -2.17538 -1.05730 -1.51694
H 0.77762 -2.22260 0.27760
H 1.89802 -1.74766 1.20546
O 1.00975 -2.12396 1.20638
H -1.66251 -1.61156 2.19090
H -2.74668 -1.94414 1.20678
O -1.97968 -1.36605 1.30883
H -0.64436 1.51707 3.20822
H -0.72654 0.27629 2.34275
O -0.37325 0.58226 3.18881

## Properties
Highest occupied orbital energy: -0.32876 hartree
HOMO-LUMO gap: 0.34905 Ha
Structure (SMILES): NCNCCS.O.O.O
Energy above the lowest of the compared OMol25 structures with the same formula, charge and spin: 11.9 kcal/mol
Multiplicity: 1
Strongest force on any atom: 2.71 eV/A

Results of the Löwdin charge analysis, in e, for atoms 1 through 5: -0.31, -0.57, 0.70, -0.07, -0.34

Which of these has the lowest strongest force on any atom?
C40H62I2N10O2PTi